## w
C4H6N2 in the gas phase, computed with ωB97M-V/def2-TZVPD.

Values from the calculation:
HOMO level = -8.16 eV
LUMO energy = 0.682 eV
Charge = 0
2S+1 = 1
Kohn-Sham gap = 8.840 eV

Last column: Mulliken charge in e.
Positions of all 12 atoms, in Å:
H 1.655 -0.994 -2.552  0.22
N 0.918 -1.318 -1.865  -0.75
C 0.625 -0.720 -0.822  0.43
C -0.329 -0.380 0.240  0.00
C -1.703 -0.662 0.703  -1.03
C 0.668 0.475 0.097  0.29
N 1.279 1.586 0.539  -0.46
H -1.989 -0.848 1.709  0.33
H -2.073 -1.578 0.157  0.28
H -2.193 0.176 0.392  0.29
H 0.973 2.290 1.200  0.19
H 2.169 1.974 0.201  0.21

## x
C4H6N2 in the gas phase, computed with ωB97M-V/def2-TZVPD.

Values from the calculation:
HOMO level = -7.67 eV
LUMO energy = 1.046 eV
Charge = 0
2S+1 = 1
Kohn-Sham gap = 8.721 eV

Last column: Mulliken charge in e.
Positions of all 12 atoms, in Å:
N 2.044 -0.079 0.255  -0.56
C 0.642 -0.042 0.053  0.27
C -0.159 1.056 -0.083  -0.47
C -1.494 0.594 -0.154  -0.41
C -1.490 -0.767 -0.034  -0.58
N -0.155 -1.160 0.092  -0.06
H 2.571 -0.424 -0.546  0.25
H 2.335 0.882 0.428  0.26
H 0.192 2.076 -0.089  0.34
H -2.358 1.235 -0.248  0.39
H -2.419 -1.311 0.121  0.34
H 0.290 -2.060 0.205  0.21

## y
C4H6N2 in the gas phase, computed with ωB97M-V/def2-TZVPD.

Values from the calculation:
HOMO level = -8.00 eV
LUMO energy = 1.083 eV
Charge = 0
2S+1 = 1
Kohn-Sham gap = 9.082 eV

Last column: Mulliken charge in e.
Positions of all 12 atoms, in Å:
N -1.340 -0.715 1.345  -0.57
C -0.291 -0.386 0.462  0.16
C 0.235 -0.889 -0.719  -0.57
C 0.974 0.181 -1.308  -0.39
C 0.907 1.261 -0.459  -0.49
N 0.173 0.880 0.619  -0.01
H -2.205 -0.641 0.814  0.24
H -1.262 -1.641 1.730  0.26
H 0.104 -1.874 -1.164  0.38
H 1.477 0.169 -2.263  0.39
H 1.267 2.274 -0.511  0.39
H -0.040 1.391 1.459  0.22

y takes first place; second place is 5.2 kJ/mol up.

## w
C4H6N2 in the gas phase, computed with ωB97M-V/def2-TZVPD.

Values from the calculation:
HOMO level = -7.98 eV
LUMO energy = 0.658 eV
Charge = 0
2S+1 = 1
Kohn-Sham gap = 8.638 eV

Last column: Mulliken charge in e.
Positions of all 12 atoms, in Å:
C 0.469 -1.312 -0.054  -0.83
N -0.345 -0.115 -0.107  0.08
C -0.026 1.052 -0.894  -0.35
C 0.068 1.217 0.574  -0.32
C -1.257 0.495 1.016  0.34
N -2.241 0.253 1.648  -0.61
H 0.446 -1.754 0.947  0.31
H 1.506 -1.071 -0.318  0.33
H 0.065 -2.030 -0.774  0.31
H -0.840 1.498 -1.451  0.24
H 0.891 0.893 -1.462  0.28
H 1.098 1.186 0.978  0.22

## x
C4H6N2 in the gas phase, computed with ωB97M-V/def2-TZVPD.

Values from the calculation:
HOMO level = -8.46 eV
LUMO energy = 1.063 eV
Charge = 0
2S+1 = 1
Kohn-Sham gap = 9.528 eV

Last column: Mulliken charge in e.
Positions of all 12 atoms, in Å:
N -0.722 0.460 -1.263  -0.15
C -1.053 -0.774 -1.179  -0.29
C -0.723 -1.175 0.269  -0.25
N 0.018 -0.109 0.955  -0.33
C 0.039 1.083 0.232  -0.11
C 1.298 0.313 0.384  -0.40
H -1.672 -1.352 0.793  0.25
H -0.139 -2.100 0.319  0.28
H -0.185 2.052 0.727  0.31
H -0.590 1.262 -1.836  0.19
H 1.657 -0.154 -0.534  0.24
H 2.072 0.494 1.133  0.26

## y
C4H6N2 in the gas phase, computed with ωB97M-V/def2-TZVPD.

Values from the calculation:
HOMO level = -9.94 eV
LUMO energy = 0.036 eV
Charge = 0
2S+1 = 1
Kohn-Sham gap = 9.980 eV

Last column: Mulliken charge in e.
Positions of all 12 atoms, in Å:
C -0.496 0.449 2.074  -0.98
C -0.157 -0.457 0.638  0.40
C 1.036 -0.165 -0.033  -0.35
N 1.124 0.314 -1.210  -0.42
N -0.299 0.009 -1.723  -0.37
C -1.050 -0.290 -0.624  -0.28
H -0.572 1.608 1.754  0.29
H 0.559 0.628 2.685  0.26
H -1.345 0.218 2.689  0.35
H -0.120 -1.608 1.095  0.24
H 1.854 -0.214 0.576  0.50
H -2.156 -0.120 -0.601  0.35

## z
C4H6N2 in the gas phase, computed with ωB97M-V/def2-TZVPD.

Values from the calculation:
HOMO level = -7.71 eV
LUMO energy = 0.523 eV
Charge = 0
2S+1 = 1
Kohn-Sham gap = 8.230 eV

Last column: Mulliken charge in e.
Positions of all 12 atoms, in Å:
N 2.022 0.131 0.188  -0.48
C 0.670 -0.165 0.133  0.63
C -0.221 0.940 0.056  -0.62
C -1.516 0.585 -0.179  -0.10
C -1.905 -0.727 -0.404  -0.47
N 0.101 -1.346 0.149  -0.49
H 2.716 -0.577 0.019  0.22
H 2.271 1.029 -0.200  0.22
H 0.112 1.957 0.179  0.32
H -2.305 1.337 -0.245  0.38
H -2.729 -1.055 0.261  0.19
H 0.783 -2.111 0.042  0.20

z takes first place; second place is 71.2 kJ/mol up.

## w
C4H6N2 in the gas phase, computed with ωB97M-V/def2-TZVPD.

Values from the calculation:
HOMO level = -9.41 eV
LUMO energy = 0.598 eV
Charge = 0
2S+1 = 1
Kohn-Sham gap = 10.006 eV

Last column: Mulliken charge in e.
Positions of all 12 atoms, in Å:
C -1.572 -0.315 -0.075  -1.14
C -0.143 0.109 0.009  0.87
C 0.362 1.337 0.187  -0.72
N 1.786 1.303 0.263  -0.25
N 2.200 0.127 0.141  -0.27
C 1.061 -0.770 -0.076  -0.39
H -2.234 0.521 0.173  0.31
H -1.833 -0.670 -1.079  0.28
H -1.783 -1.135 0.622  0.29
H -0.145 2.291 0.275  0.45
H 1.096 -1.601 0.638  0.30
H 1.205 -1.197 -1.078  0.26

## x
C4H6N2 in the gas phase, computed with ωB97M-V/def2-TZVPD.

Values from the calculation:
HOMO level = -8.82 eV
LUMO energy = 1.003 eV
Charge = 0
2S+1 = 1
Kohn-Sham gap = 9.826 eV

Last column: Mulliken charge in e.
Positions of all 12 atoms, in Å:
N -1.997 0.425 -0.307  -0.57
C -0.602 0.171 -0.211  0.52
C 0.023 -1.026 -0.231  -0.47
C 1.438 -0.786 0.224  -0.38
N 1.635 0.665 0.248  -0.57
C 0.482 1.172 0.007  -0.32
H -2.240 1.373 -0.583  0.25
H -2.485 0.202 0.559  0.26
H -0.378 -1.995 -0.530  0.39
H 1.560 -1.179 1.251  0.26
H 2.218 -1.278 -0.372  0.30
H 0.347 2.255 -0.058  0.35

## y
A molecular structure, C4H6N2, computed with ωB97M-V/def2-TZVPD.

Values from the calculation:
HOMO level = -8.59 eV
LUMO energy = -0.090 eV
Charge = 0
2S+1 = 1
Kohn-Sham gap = 8.497 eV

Last column: Mulliken charge in e.
Positions of all 12 atoms, in Å:
C -0.203 0.391 -1.175  -1.32
C -0.416 0.684 1.053  0.57
C 0.386 -0.398 1.212  -0.86
N -1.167 1.589 1.341  -0.53
N 1.386 -1.737 -0.617  -0.68
C 0.677 -0.885 -0.063  0.78
H -1.629 1.576 2.246  0.29
H 1.225 -1.971 -1.591  0.27
H 0.653 -0.880 2.145  0.41
H 0.684 0.599 -1.772  0.35
H -0.732 1.337 -1.084  0.42
H -0.864 -0.304 -1.695  0.31

## z
C4H6N2 in the gas phase, computed with ωB97M-V/def2-TZVPD.

Values from the calculation:
HOMO level = -9.69 eV
LUMO energy = 1.035 eV
Charge = 0
2S+1 = 1
Kohn-Sham gap = 10.724 eV

Last column: Mulliken charge in e.
Positions of all 12 atoms, in Å:
C -1.147 0.881 -0.200  -1.05
C -0.557 -0.355 0.443  -0.11
N 0.150 -1.456 -0.631  -0.54
C 0.895 -0.609 0.284  0.17
C 1.728 0.370 -0.400  -0.02
N 2.412 1.118 -0.957  -0.42
H -0.523 1.308 -1.002  0.36
H -2.137 0.657 -0.600  0.30
H -1.282 1.675 0.547  0.31
H -0.936 -1.448 0.257  0.38
H 0.011 -1.049 -1.548  0.31
H 1.441 -1.137 1.061  0.31

x takes first place; second place is 54.6 kJ/mol up.

## w
C4H6N2 in the gas phase, computed with ωB97M-V/def2-TZVPD.

Values from the calculation:
HOMO level = -9.07 eV
LUMO energy = 0.963 eV
Charge = 0
2S+1 = 1
Kohn-Sham gap = 10.035 eV

Last column: Mulliken charge in e.
Positions of all 12 atoms, in Å:
N 3.038 0.141 -0.706  -0.42
C 2.000 -0.001 -0.215  0.00
C 0.689 -0.244 0.416  0.30
C -0.352 0.912 0.363  -0.60
C -1.333 -0.109 -0.266  -0.45
N -0.244 -1.061 -0.314  -0.29
H 0.879 -0.610 1.436  0.23
H -0.634 1.337 1.328  0.26
H -0.060 1.710 -0.322  0.26
H -1.785 0.191 -1.219  0.28
H -2.131 -0.426 0.419  0.23
H -0.066 -1.840 -0.919  0.20

## x
2 unconnected molecules or ions with the total composition C4H6N2, computed with ωB97M-V/def2-TZVPD.

Values from the calculation:
HOMO level = -9.13 eV
LUMO energy = 0.042 eV
Charge = 0
2S+1 = 1
Kohn-Sham gap = 9.173 eV

Last column: Mulliken charge in e.
Positions of all 12 atoms, in Å:
C -2.172 -0.247 -0.195  0.05
C -0.905 0.062 -0.619  0.01
C 0.206 -0.006 0.330  0.29
C 1.621 -0.312 0.102  -1.08
N -3.137 -0.364 0.376  -0.39
N -0.419 1.224 0.235  -0.46
H -0.900 0.209 -1.763  0.26
H -0.508 -1.073 1.749  0.15
H 2.397 0.535 0.027  0.32
H 1.728 -0.849 -0.837  0.34
H 1.959 -1.090 0.783  0.29
H 0.131 1.911 -0.189  0.21

w takes first place; second place is 379.6 kJ/mol up.

## w
2 unconnected molecules or ions with the total composition C6H9P, computed with ωB97M-V/def2-TZVPD.

Values from the calculation:
HOMO level = -8.29 eV
LUMO energy = -0.403 eV
Charge = 0
2S+1 = 1
Kohn-Sham gap = 7.888 eV

Last column: Mulliken charge in e.
Positions of all 16 atoms, in Å:
C 0.722 -1.262 1.100  -0.23
C 1.864 -0.750 0.435  -0.25
C -0.169 -0.370 1.559  -0.66
C 1.900 0.647 0.328  -0.70
C -1.662 -0.089 -1.132  -0.60
C -0.908 1.244 -0.989  -0.76
P 0.433 1.331 1.197  -0.04
H 0.670 -2.285 1.267  0.41
H 2.477 -1.496 0.120  0.48
H -1.082 -0.586 2.110  0.43
H 2.778 1.197 0.100  0.47
H -1.096 -0.810 -0.579  0.14
H -2.697 -0.107 -0.846  0.27
H -1.764 -0.114 -2.282  0.26
H -1.513 2.118 -0.888  0.41
H 0.047 1.332 -1.500  0.36

## x
C6H9P in the gas phase, computed with ωB97M-V/def2-TZVPD.

Values from the calculation:
HOMO level = -9.39 eV
LUMO energy = 0.387 eV
Charge = 0
2S+1 = 1
Kohn-Sham gap = 9.774 eV

Last column: Mulliken charge in e.
Positions of all 16 atoms, in Å:
H 1.661 -0.107 -3.451  -0.01
P 1.835 -1.491 -3.244  -0.09
C 1.140 -1.569 -1.734  -0.26
C 0.573 -0.371 -0.916  -0.54
C -0.860 -0.440 -0.255  -0.56
C -1.384 0.755 0.639  -0.38
C -0.779 1.097 1.730  0.15
C -0.170 1.357 2.843  -0.73
H 1.084 -2.525 -1.229  0.32
H 0.590 0.510 -1.562  0.33
H 1.289 -0.205 -0.103  0.27
H -0.885 -1.330 0.378  0.32
H -1.585 -0.584 -1.059  0.30
H -2.253 1.273 0.271  0.36
H 0.628 2.079 2.910  0.25
H -0.464 0.868 3.757  0.25

x takes first place; second place is 26.9 kJ/mol up.

## w
2 unconnected molecules or ions with the total composition H4NPS, computed with ωB97M-V/def2-TZVPD.

Values from the calculation:
HOMO level (spin up / spin down) = -9.62 / -7.09 eV
LUMO energy (spin up / spin down) = -0.172 / -0.234 eV
Charge = 0
2S+1 = 1
Kohn-Sham gap (spin up / spin down) = 9.444 / 6.852 eV

Last column: Mulliken charge in e.
Positions of all 7 atoms, in Å:
N -0.706 -0.224 -1.147  -0.46
P 0.696 -0.114 -0.239  0.13
S 0.177 1.541 0.958  -0.31
H -0.601 -0.229 -2.138  0.25
H -1.559 0.238 -0.915  0.25
H 0.805 -2.521 1.551  -0.04
H 1.188 1.308 1.929  0.18

## x
2 unconnected molecules or ions with the total composition H4NPS, computed with ωB97M-V/def2-TZVPD.

Values from the calculation:
HOMO level (spin up / spin down) = -8.74 / -8.74 eV
LUMO energy (spin up / spin down) = -1.312 / -1.314 eV
Charge = 0
2S+1 = 1
Kohn-Sham gap (spin up / spin down) = 7.427 / 7.428 eV

Last column: Mulliken charge in e.
Positions of all 7 atoms, in Å:
N 0.352 1.202 -0.952  -0.28
S 1.785 1.444 -0.435  0.04
H 0.023 1.784 -1.726  0.25
P -0.730 -1.625 0.942  -0.08
H -1.562 -0.534 0.764  0.03
H -0.067 -1.394 -0.251  0.02
H 0.198 -0.876 1.659  0.02

x takes first place; second place is 27.0 kJ/mol up.